Entry i
This record from OMol25 describes C6H6N2O3 in the gas phase. The level of theory is the ωB97M-V functional and the def2-TZVPD basis.

Last column: Löwdin charge in e.
CARTESIAN COORDINATES (ANGSTROEM)
C: -0.92536 -0.27616 -1.15723  -0.0563
C: -0.96021 -0.79811 0.24599  -0.1408
C: 0.24337 -0.31398 -1.81531  -0.1477
C: 1.72366 1.72172 0.02780  -0.1802
C: -0.37894 -0.23363 1.30497  0.0048
C: 1.96814 0.27831 -0.34087  -0.1391
N: 1.45253 -0.40424 -1.28497  0.1620
N: 3.19790 -0.41167 0.11631  -0.3545
O: 3.49473 -1.45652 -0.40773  0.1046
O: 1.09258 2.47361 -0.66786  0.1072
O: 3.86078 0.16736 0.94638  0.0827
H: -1.80246 -0.36104 -1.65274  0.0606
H: -1.34930 -1.81023 0.41670  0.1117
H: 0.10759 -0.37043 -2.96517  0.1626
H: 2.27802 2.01961 0.85959  0.1008
H: -0.14657 0.86188 1.45718  0.0853
H: -0.16067 -0.80245 2.14705  0.0364

Net charge: 0
SMILES string: C=C/C=C\N=C(/C=O)[N+](=O)[O-]
Multiplicity: 1
Orbital gap: 0.28198 Eh

Entry ii
This record from OMol25 describes C6H6N2O3 in the gas phase. The level of theory is the ωB97M-V functional and the def2-TZVPD basis.

Last column: Löwdin charge in e.
CARTESIAN COORDINATES (ANGSTROEM)
C: -1.44108 -0.23360 0.35247  -0.0286
C: -1.72160 -1.40284 0.95970  -0.1330
C: -0.14035 -0.24534 -0.48977  -0.2326
C: -0.17853 -3.08195 0.01170  -0.3156
C: -0.09106 -0.95761 -1.64364  -0.0154
C: 1.04309 0.39497 0.19733  -0.0336
N: -1.06234 -2.61902 0.73814  0.1585
N: -1.22278 -1.61987 -2.26295  -0.4226
O: 0.65526 -3.81083 -0.36099  0.1789
O: -0.92728 -2.35337 -3.15029  0.1057
O: -2.30699 -1.45801 -1.79053  0.0947
H: -2.03618 0.60106 0.71529  0.1132
H: -2.39895 -1.44543 1.72391  0.0819
H: 1.02233 -0.98316 -1.98006  0.1674
H: 1.93789 0.28068 -0.50821  0.1016
H: 1.21798 -0.23057 1.05604  0.0839
H: 0.96608 1.47801 0.39534  0.0956

Net charge: 0
SMILES string: CC(/C=C\N=C=O)=C/[N+](=O)[O-]
Multiplicity: 1
Orbital gap: 0.32074 Eh

What should be chosen as the least stable of them? Choose entry i.

Entry i
This record from OMol25 describes 5 unconnected molecules or ions with the total composition CH11NO4. The level of theory is the ωB97M-V functional and the def2-TZVPD basis.

Last column: Löwdin charge in e.
CARTESIAN COORDINATES (ANGSTROEM)
C: -0.41257 -0.98231 2.03715  -0.1370
N: -1.31331 -1.32213 1.24048  0.0298
H: 0.64959 -1.03564 1.78081  0.0749
H: -0.47385 -0.69036 3.09222  0.0783
H: -2.25469 -1.37321 1.60897  0.0657
H: 1.83679 1.31794 -0.53399  0.0207
H: 0.71957 2.22678 -1.13231  0.0401
O: 1.06447 1.85759 -0.31690  -0.0618
H: 1.43812 -0.67112 -2.06936  0.0082
H: 1.94377 0.61820 -2.70545  0.0379
O: 2.21043 -0.06983 -2.08792  -0.0753
H: -0.77650 1.03026 0.78771  -0.0153
H: -1.41615 2.36244 1.12498  0.0384
O: -1.56553 1.41429 1.20408  -0.0832
H: -0.53758 -1.11076 -0.70337  -0.0009
H: -0.84218 -2.16946 -1.73493  0.0539
O: -0.27036 -1.40268 -1.59217  -0.0741

Net charge: 0
SMILES string: C=N.O.O.O.O
Multiplicity: 1
Orbital gap: 0.40725 Eh

Entry ii
This record from OMol25 describes 5 unconnected molecules or ions with the total composition CH11NO4. The level of theory is the ωB97M-V functional and the def2-TZVPD basis.

Last column: Löwdin charge in e.
CARTESIAN COORDINATES (ANGSTROEM)
C: 4.76427 3.32666 0.78588  -0.1488
N: 3.94407 4.26342 0.55102  0.0069
H: 4.96539 2.64115 -0.03213  0.0535
H: 5.23387 3.19565 1.76210  0.0605
H: 3.88398 4.85206 1.37974  0.0285
H: -0.40750 -0.32982 0.02902  0.0185
H: 0.24400 -1.67831 -0.24742  0.0444
O: -0.58959 -1.20620 -0.32749  -0.0486
H: -0.56535 2.45039 0.43539  0.0390
H: -1.94509 1.92524 0.03588  0.0442
O: -1.06389 2.11023 -0.31649  -0.0544
H: -3.22057 -3.55676 0.87641  0.0279
H: -2.39440 -2.36268 0.61155  0.0076
O: -2.36803 -3.18050 1.13276  -0.0815
H: -3.11004 -4.51986 -2.30522  0.0359
H: -2.14782 -3.74836 -1.40100  0.0268
O: -3.06671 -3.78616 -1.68603  -0.0604

Net charge: 0
SMILES string: C=N.O.O.O.O
Multiplicity: 1
Orbital gap: 0.40397 Eh

What should be chosen as the least stable of them? Choose entry ii.

Entry i
This record from OMol25 describes a gas-phase ion, C8H15N2 (charge +1). The level of theory is the ωB97M-V functional and the def2-TZVPD basis.

Last column: Löwdin charge in e.
CARTESIAN COORDINATES (ANGSTROEM)
C: -1.29835 0.83094 -0.02964  -0.2864
C: 0.20844 -0.88679 -0.13482  -0.1702
C: -2.44883 1.43110 0.00648  0.1031
C: 0.02349 1.37155 -0.37361  -0.1138
C: 1.06504 0.35052 -0.13318  -0.4815
C: 1.50718 0.51223 1.36736  0.0029
C: 2.24925 0.43220 -1.09559  -0.0208
C: -2.16822 -1.55572 0.09552  -0.0005
N: -1.11041 -0.58788 0.02298  -0.0115
N: 0.70837 -2.16096 -0.03873  0.2188
H: -3.39555 0.92185 0.32567  0.0878
H: -2.62820 2.48784 0.21548  0.0940
H: -0.02924 1.74447 -1.39460  0.1425
H: 0.25382 2.38873 0.15380  0.1857
H: 2.51280 1.05329 1.29536  0.1239
H: 1.61519 -0.39284 1.92964  0.0751
H: 0.76083 0.98579 1.99474  0.0921
H: 2.58201 1.45666 -1.32650  0.0985
H: 1.91473 -0.00480 -2.01663  0.0801
H: 3.26213 -0.01658 -0.58253  0.1503
H: -1.86533 -2.48422 0.57463  0.0981
H: -3.00152 -1.04113 0.68006  0.1104
H: -2.71973 -1.69853 -0.88633  0.1345
H: 1.77114 -2.22385 -0.15159  0.1696
H: 0.23097 -2.91387 -0.49800  0.1171

Net charge: +1
SMILES string: C=C1CC(C)(C)C(=[NH2+])N1C
Multiplicity: 1
Orbital gap: 0.35052 Eh

Entry ii
This record from OMol25 describes a gas-phase ion, C8H15N2 (charge +1). The level of theory is the ωB97M-V functional and the def2-TZVPD basis.

Last column: Löwdin charge in e.
CARTESIAN COORDINATES (ANGSTROEM)
C: 0.50982 -1.08287 0.01786  -0.2251
C: -1.07672 -0.99423 0.31037  -0.1636
C: 1.10724 -2.26760 -0.24652  0.0613
C: -1.74645 -1.94204 0.84301  0.1345
C: 0.62249 1.53557 0.37395  -0.1232
C: -0.80768 1.36549 0.85636  -0.0924
C: 2.61160 0.30780 -0.25737  -0.0757
C: -1.48990 0.76981 -1.35604  -0.0023
N: 1.23235 0.15542 0.16592  -0.1394
N: -1.54863 0.41362 0.01142  -0.1501
H: 2.21326 -2.06441 -0.23844  0.0550
H: 0.77464 -3.36480 -0.17419  0.1081
H: -2.73771 -1.86011 1.10000  0.0709
H: -1.18596 -2.78063 1.11892  0.0817
H: 0.67356 2.08109 -0.55738  0.1180
H: 1.15481 2.02429 1.08601  0.0948
H: -0.69908 0.94853 1.93457  0.1872
H: -1.34985 2.30479 0.79982  0.1393
H: 3.20804 -0.61150 -0.14076  0.0758
H: 2.65979 0.58400 -1.31316  0.0907
H: 3.21340 1.18520 0.24975  0.1367
H: -0.47631 0.79480 -1.71796  0.1068
H: -2.31951 0.19797 -1.84817  0.1412
H: -1.98185 1.83402 -1.32916  0.1574
H: -2.56138 0.46581 0.31120  0.2124

Net charge: +1
SMILES string: C=C1C(=C)[N@H+](C)CCN1C
Multiplicity: 1
Orbital gap: 0.31194 Eh

Entry iii
This record from OMol25 describes a gas-phase ion, C8H15N2 (charge +1). The level of theory is the ωB97M-V functional and the def2-TZVPD basis.

Last column: Löwdin charge in e.
CARTESIAN COORDINATES (ANGSTROEM)
C: -0.61059 1.70367 -0.37376  0.0165
C: 0.65822 1.73608 0.04870  -0.1113
C: -0.78264 -0.76763 -0.44929  0.0348
C: -1.45996 0.38123 -0.46599  -0.2751
C: 1.17086 0.51404 0.51437  -0.3057
C: 0.90572 -0.79023 -0.34191  -0.4717
C: -2.93401 0.50781 -0.67143  -0.0450
C: 1.36114 -2.01055 0.43508  -0.0286
N: 1.30247 -0.82871 -1.72490  0.0847
N: 0.50778 0.37865 1.84385  0.2289
H: -1.11931 2.65971 -0.67260  0.1345
H: 1.36961 2.69896 0.15310  0.1865
H: -1.22218 -1.75483 -0.62212  0.1306
H: 2.24115 0.52427 0.66951  0.1581
H: -3.45088 0.05601 0.23451  0.1177
H: -3.16605 -0.09463 -1.52910  0.0804
H: -3.23131 1.50122 -0.98078  0.0791
H: 2.15966 -1.70872 1.03808  0.0530
H: 1.81403 -2.81058 -0.27679  0.1384
H: 0.53223 -2.46120 0.96209  0.0808
H: 2.32373 -0.60696 -1.81154  0.1200
H: 0.82118 -0.16219 -2.32076  0.0911
H: -0.51928 0.17236 1.71828  0.1801
H: 0.48087 1.37025 2.03498  0.1516
H: 0.84756 -0.20803 2.58844  0.1708

Net charge: +1
SMILES string: CC1=C[C@@](C)(N)[C@H]([NH3+])C=C1
Multiplicity: 1
Orbital gap: 0.34911 Eh

What should be chosen as the least stable of them? Choose entry ii.

Entry i
This record from OMol25 describes 2 unconnected molecules or ions with the total composition C8H15N2. The level of theory is the ωB97M-V functional and the def2-TZVPD basis.

Last column: Löwdin charge in e.
CARTESIAN COORDINATES (ANGSTROEM)
C: -1.73178 -0.90383 0.04092  -0.0909
C: 1.50704 -1.45938 -0.10160  -0.0801
C: 2.26160 -0.17620 0.40807  -0.0877
C: 1.11970 0.39904 -1.59226  0.0002
C: 0.39137 -0.39573 -0.56299  -0.1203
C: -1.53345 -2.28330 0.22439  -0.0300
C: -2.92172 1.26365 0.32192  -0.0639
C: 1.20193 2.07004 0.39765  0.0115
N: -2.63498 -0.11861 0.20967  0.0805
N: 1.24252 0.74207 -0.13000  -0.2297
H: 2.03016 -2.04684 -0.88741  0.1225
H: 1.23103 -2.19862 0.65788  0.1001
H: 2.14178 -0.25506 1.55402  0.1615
H: 3.25234 0.19534 0.16232  0.1339
H: 1.77657 -0.19630 -2.18748  0.1260
H: 0.46246 1.05193 -2.13471  0.1220
H: -0.71174 -2.51252 -0.27785  0.0136
H: -2.25320 -2.86300 -0.26073  0.1012
H: -1.44108 -2.43169 1.30486  0.1355
H: -2.64195 1.75755 -0.57264  0.0798
H: -2.49231 1.72418 1.21345  0.0965
H: -3.98252 1.32158 0.57587  0.0947
H: 0.32316 2.67319 0.09277  0.1177
H: 1.26629 2.01124 1.42428  0.0701
H: 2.13679 2.63127 0.11962  0.1352

Net charge: +1
Multiplicity: 1
Orbital gap: 0.35438 Eh

Entry ii
This record from OMol25 describes a gas-phase ion, C8H15N2 (charge +1). The level of theory is the ωB97M-V functional and the def2-TZVPD basis.

Last column: Löwdin charge in e.
CARTESIAN COORDINATES (ANGSTROEM)
C: -1.16311 -1.25768 2.63403  0.0202
C: 0.20415 -1.40010 2.64186  0.0042
C: -1.46972 -0.45516 1.52891  0.0189
C: -0.93170 -0.47407 -2.61956  -0.0529
C: 0.74197 2.10522 0.55955  -0.0618
C: 0.40486 -0.76843 -1.98350  -0.1980
C: 0.93462 0.27109 -0.99735  -0.1951
C: -0.05501 0.97407 -0.08140  -0.2580
N: 0.70629 -0.70621 1.60747  0.1151
N: -0.31407 -0.11360 1.01898  -0.0655
H: -1.92091 -1.61170 3.22754  0.0936
H: 0.97164 -1.89145 3.17669  0.1347
H: -2.35549 -0.01016 1.02173  0.1725
H: -1.69136 -0.74783 -2.02674  0.0465
H: -1.00592 -0.93789 -3.50165  0.0555
H: -0.96392 0.50912 -2.77406  0.0461
H: 1.90270 1.82285 0.60964  0.1367
H: 0.33362 2.29423 1.52711  0.0654
H: 0.55174 3.09600 -0.01799  0.1304
H: 0.37823 -1.68265 -1.36735  0.1180
H: 1.05049 -0.92065 -2.75970  0.0838
H: 1.32059 1.25250 -1.54839  0.1747
H: 1.77639 0.05877 -0.45351  0.0576
H: -0.98203 1.44007 -0.53890  0.1766
H: 1.57597 -0.84632 1.11659  0.1809

Net charge: +1
SMILES string: CCC[C@H](C)[n+]1ccc[nH]1
Multiplicity: 1
Orbital gap: 0.41432 Eh

What should be chosen as the least stable of them? Choose entry i.